A 3-piece molecular cluster, C3H11NO2 overall in a non-equilibrium geometry, computed with the ωB97M-V functional and the def2-TZVPD basis.

The relative energy (zero: lowest compared OMol25 entry of this formula, charge and spin) comes out at 26.5 kcal/mol. Its HOMO energy is -8.18 eV. As for the SMILES: C/C=C/N.O.O.

ORCA input file:
```
! RIJCOSX wB97M-V def2-TZVPD def2/J DEFGRID3
* xyz 0 1
C -1.785 0.106 2.093
C -0.572 0.306 1.269
C 0.702 0.096 1.625
N 1.802 0.237 0.741
H -2.555 -0.418 1.527
H -2.183 0.989 2.598
H -1.701 -0.649 2.904
H -0.749 0.316 0.197
H 0.918 -0.357 2.584
H 2.470 -0.492 0.987
H 1.520 0.023 -0.209
H -0.853 4.379 -1.262
H -0.347 4.178 -2.642
O -0.130 4.645 -1.823
H -0.044 -4.777 -3.553
H -0.370 -5.675 -2.432
O 0.218 -4.972 -2.652
*
```